Version one
The following is a quantum chemistry calculation of a structure of composition C47H41AsCl5N2O3ReS5, from the OMol25 dataset.

XYZ file:
```
105
Properties=species:S:1:pos:R:3:mulliken_charge:R:1
Re -1.09893 -0.03782 0.19399 0.219
O -4.44843 5.46818 3.45939 -0.640
C -4.05563 4.74218 2.58849 0.606
S -5.03553 4.17188 1.24789 -0.205
C -3.79993 3.17568 0.42339 0.229
C -2.57233 3.18128 1.03259 -0.386
S -1.14583 2.43298 0.44259 -0.236
S -2.40053 4.12328 2.51219 -0.100
S -4.18463 2.36468 -0.98661 -0.353
N -1.04873 0.04478 2.35549 -0.098
S -0.85703 -0.82242 3.70189 -0.075
C -0.93233 -2.54982 3.23409 1.425
C 0.09437 -3.35392 3.70279 -0.778
C 0.08807 -4.70362 3.39579 -0.738
C -0.94583 -5.23212 2.64309 -0.628
C -1.95473 -4.41472 2.16269 -0.701
C -1.95513 -3.06192 2.45319 -0.288
C -2.45743 -0.63712 4.60609 0.664
C -2.75853 0.65548 5.01399 -0.762
C -3.96523 0.92418 5.63579 -0.378
C -4.86483 -0.10402 5.86829 -0.449
C -4.54243 -1.39822 5.49849 -0.805
C -3.33483 -1.67062 4.87329 -0.258
H -0.71233 0.98478 2.57289 0.116
H 0.88887 -2.92192 4.29229 0.457
H 0.89267 -5.34032 3.73489 0.380
H -0.94993 -6.28182 2.39589 0.394
H -2.73053 -4.82492 1.53679 0.431
H -2.72633 -2.41502 2.06569 0.433
H -2.06343 1.45638 4.81519 0.295
H -4.21263 1.93968 5.90949 0.419
H -5.81663 0.10408 6.33559 0.395
H -5.23913 -2.20502 5.67369 0.403
H -3.09593 -2.68272 4.58899 0.492
C 0.50297 -2.93132 -1.74041 -0.821
C -0.26353 -3.21862 -0.44201 0.193
O -0.42243 -4.38602 -0.10701 -0.678
O -0.67993 -2.23462 0.25449 -0.418
H 0.09387 -3.52932 -2.55241 0.425
H 1.54717 -3.21152 -1.59961 0.290
H 0.43557 -1.87942 -1.99461 -0.269
C 0.04587 1.12658 -7.54361 -1.714
C 0.35597 1.42108 -6.10601 0.833
C 1.57597 1.94448 -5.71551 -0.731
C 1.87337 2.19418 -4.37961 0.708
C 3.18467 2.87118 -4.08701 -1.833
C 0.94927 1.85238 -3.38491 -0.144
As 1.40477 2.06878 -1.44861 1.248
N 0.85087 0.52178 -0.52031 -0.005
C 1.56237 0.36008 0.65699 1.163
C 2.01277 -0.91362 1.05299 0.051
C 2.60457 -1.10382 2.28299 -1.012
C 2.78537 -0.04252 3.15769 -0.860
C 2.40467 1.23048 2.76019 -1.264
C 1.82807 1.43688 1.52659 -0.443
C 3.30527 1.42318 -1.45581 0.572
C 4.26817 2.12438 -0.72401 0.104
C 3.98797 3.43468 -0.04071 -2.293
C 5.55777 1.61758 -0.60331 -0.895
C 5.92817 0.42558 -1.19621 0.848
C 7.31457 -0.12972 -1.05701 -1.613
C 4.97517 -0.24982 -1.94171 -0.925
C 3.68067 0.22728 -2.08061 1.394
C 2.74117 -0.56082 -2.93941 -0.873
C -0.33823 1.47238 -3.79001 0.320
C -1.45623 1.42498 -2.80851 0.145
C -0.60933 1.23198 -5.12811 -1.046
H 0.90457 1.32618 -8.18171 0.361
H -0.78963 1.74068 -7.87951 0.362
H -0.24283 0.08248 -7.66281 0.336
H 2.32207 2.17318 -6.46691 0.384
H 3.42397 3.56588 -4.89271 0.659
H 3.99887 2.14918 -4.00981 0.254
H 3.13207 3.42868 -3.15081 0.264
H 1.85747 -1.75462 0.39579 0.176
H 2.92817 -2.09682 2.56559 0.495
H 3.21707 -0.19852 4.13639 0.402
H 2.54657 2.07548 3.42099 0.566
H 1.49177 2.42678 1.23349 0.693
H 3.07737 3.89778 -0.42581 0.352
H 4.82187 4.11968 -0.19011 0.611
H 3.86907 3.27538 1.03139 0.318
H 6.28577 2.17538 -0.02921 0.343
H 7.91367 0.47628 -0.38161 0.385
H 7.81097 -0.16272 -2.02691 0.309
H 7.27817 -1.14702 -0.66941 0.343
H 5.24817 -1.17342 -2.43481 0.462
H 2.77397 -0.20932 -3.97181 0.244
H 1.72107 -0.45062 -2.58441 -0.953
H 3.00667 -1.61652 -2.93701 0.577
H -1.26663 0.69118 -2.00381 -0.800
H -2.40223 1.15978 -3.27261 0.516
H -1.57233 2.39988 -2.32741 0.326
H -1.59993 0.90518 -5.41241 0.430
Cl -4.00313 0.78918 2.33599 0.280
C -4.19003 -0.41682 1.12909 0.574
C -3.18783 -0.60982 0.16329 -0.518
C -3.56283 -1.52452 -0.83761 1.017
Cl -2.47963 -1.76402 -2.14951 -0.184
C -4.74143 -2.25662 -0.84011 -0.210
Cl -5.08253 -3.38112 -2.09131 -0.229
C -5.64823 -2.09532 0.19989 0.341
Cl -7.08063 -3.03382 0.27209 -0.229
C -5.36873 -1.15552 1.18159 -0.018
Cl -6.47653 -0.94072 2.47949 -0.174
```

As for the gap between HOMO and LUMO (spin up / spin down): 4.91 / 5.11 eV. Its spin multiplicity is 4. The expectation value of S² is 3.79. The HOMO energy (spin up / spin down) is -3.79 / -3.76 eV. The total charge is -1.

Version two
The following is a quantum chemistry calculation of a structure of composition C47H41AsCl5N2O3ReS5, from the OMol25 dataset.

XYZ file:
```
105
Properties=species:S:1:pos:R:3:mulliken_charge:R:1
Re 0.73420 0.87355 0.72816 -0.483
O 6.35850 -0.08405 4.79498 -0.649
C 5.70598 0.16416 3.80690 0.637
S 5.90481 1.59421 2.79817 -0.206
C 4.63970 1.27412 1.59953 0.335
C 3.94721 0.13320 1.83900 -0.368
S 2.64420 -0.49930 0.85794 -0.629
S 4.42812 -0.88733 3.18808 -0.118
S 4.46651 2.42557 0.34396 -0.390
N -0.02781 -0.00033 2.38180 0.311
S -1.37408 -0.05086 3.28311 0.239
C -2.25522 1.45997 3.09998 1.043
C -3.60323 1.34621 2.80265 -0.444
C -4.36645 2.50122 2.70951 -0.713
C -3.77236 3.73713 2.89790 -0.700
C -2.41542 3.83605 3.18615 -0.885
C -1.64742 2.69400 3.29592 -0.304
C -0.76942 0.04428 4.97379 0.761
C 0.21293 -0.89318 5.27591 -0.687
C 0.78713 -0.89855 6.53400 -0.526
C 0.35999 0.01247 7.49208 -0.510
C -0.64799 0.91453 7.19427 -0.760
C -1.22197 0.93784 5.92917 -0.410
H 0.33724 -0.94963 2.35243 0.032
H -4.04005 0.36985 2.63397 0.421
H -5.41668 2.43218 2.46054 0.361
H -4.36490 4.63746 2.79859 0.374
H -1.95100 4.80580 3.31102 0.471
H -0.59115 2.75512 3.51487 0.709
H 0.56812 -1.58566 4.52127 0.197
H 1.58113 -1.59844 6.75720 0.415
H 0.82071 0.02038 8.47122 0.392
H -0.98175 1.62321 7.94091 0.398
H -1.99554 1.65552 5.69803 0.454
C -1.58930 2.27520 -1.80231 -1.169
C -1.85114 2.44428 -0.32049 0.236
O -2.81465 3.08762 0.05340 -0.641
O -1.04559 1.85223 0.52716 0.314
H -1.63732 3.25424 -2.27658 0.432
H -2.39442 1.66851 -2.22025 0.236
H -0.64115 1.79258 -2.02032 0.112
C 2.03372 1.87177 -7.03851 -1.614
C 1.88467 1.00603 -5.81678 0.721
C 1.59216 -0.34294 -5.91631 -0.846
C 1.43279 -1.15740 -4.79402 0.800
C 1.22638 -2.63235 -5.05244 -1.673
C 1.52429 -0.58735 -3.51878 -0.063
As 1.27349 -1.69440 -1.90098 1.208
N 0.20930 -0.58920 -0.73847 0.239
C -0.75587 -1.40474 -0.07863 1.362
C -2.10176 -1.02414 -0.07238 -0.236
C -3.05539 -1.76576 0.61034 -1.013
C -2.69786 -2.91306 1.30562 -0.957
C -1.36522 -3.30733 1.30516 -1.247
C -0.40966 -2.56885 0.62367 -0.299
C -0.23099 -2.81584 -2.54653 0.308
C -0.10922 -4.20073 -2.38145 0.270
C 1.09506 -4.87883 -1.76938 -2.351
C -1.15164 -5.03870 -2.77898 -0.916
C -2.31624 -4.54351 -3.33570 0.801
C -3.44040 -5.45489 -3.74769 -1.601
C -2.41988 -3.16799 -3.50351 -0.857
C -1.40388 -2.30054 -3.12654 1.391
C -1.61236 -0.83152 -3.37871 -1.025
C 1.95040 0.74543 -3.40677 0.224
C 2.36374 1.32543 -2.08847 0.517
C 2.09638 1.52544 -4.54564 -1.113
H 1.83644 1.30529 -7.94873 0.361
H 3.04249 2.28362 -7.10855 0.345
H 1.34054 2.71466 -7.00813 0.330
H 1.50166 -0.79456 -6.90011 0.361
H 1.72925 -2.90270 -5.98204 0.655
H 0.17089 -2.89558 -5.14895 0.189
H 1.64128 -3.25604 -4.26160 0.199
H -2.39314 -0.14234 -0.62518 -0.049
H -4.09145 -1.44642 0.58301 0.533
H -3.44278 -3.49160 1.83736 0.425
H -1.06469 -4.20391 1.83603 0.542
H 0.63008 -2.87901 0.64769 0.599
H 1.98461 -4.25465 -1.76032 0.432
H 1.32375 -5.79496 -2.31653 0.562
H 0.88703 -5.16129 -0.73349 0.352
H -1.04279 -6.11004 -2.63598 0.281
H -3.22731 -6.48952 -3.47874 0.388
H -3.60539 -5.41424 -4.82660 0.310
H -4.37528 -5.16487 -3.26421 0.337
H -3.32570 -2.75186 -3.93579 0.422
H -1.20676 -0.54144 -4.35162 0.418
H -1.11886 -0.22562 -2.62437 -0.834
H -2.67875 -0.59815 -3.37563 0.616
H 1.48733 1.41216 -1.43056 -1.095
H 2.77218 2.32625 -2.19097 0.558
H 3.10730 0.71781 -1.57493 0.292
H 2.41263 2.55777 -4.43192 0.444
Cl 2.06476 1.45053 4.09870 0.104
C 1.87498 2.82864 3.07403 0.616
C 1.44506 2.69592 1.74396 -0.473
C 1.36500 3.91317 1.06114 1.368
Cl 0.92389 3.91608 -0.61723 -0.159
C 1.64483 5.15783 1.61606 -0.393
Cl 1.50926 6.60546 0.68735 -0.227
C 2.03719 5.23373 2.94476 0.356
Cl 2.36080 6.76105 3.67526 -0.234
C 2.15649 4.05880 3.67325 -0.046
Cl 2.63069 4.15059 5.33185 -0.203
```

As for the gap between HOMO and LUMO (spin up / spin down): 5.39 / 5.33 eV. Its spin multiplicity is 4. The expectation value of S² is 3.77. The HOMO energy (spin up / spin down) is -3.74 / -3.71 eV. The total charge is -1.

Unit: hartree. Relative energies: version one 0.0448; version two 0.0000.